Computed, not measured: a molecular structure, C48H39HgNOP2S, with ωB97M-V with the def2-TZVPD basis set.

Last column: Mulliken charge in e.
Element x y z (Å)
Hg  -0.227  0.278  0.336  0.6220
O  0.176  -0.420  -3.090  0.1014
C  1.334  0.071  -3.640  1.0631
C  1.482  0.406  -4.980  -0.9242
C  2.717  0.846  -5.432  -0.8122
C  3.798  0.960  -4.569  -1.0103
C  3.618  0.679  -3.227  -0.2520
C  2.385  0.248  -2.737  -0.2227
P  2.105  0.118  -0.944  0.7603
C  2.997  -1.361  -0.394  0.5354
C  3.402  -2.351  -1.281  -0.5542
C  3.971  -3.527  -0.806  -0.7160
C  4.143  -3.718  0.555  -0.5884
C  3.742  -2.730  1.448  -0.6859
C  3.166  -1.563  0.977  -0.7755
C  3.059  1.524  -0.291  0.5846
C  4.367  1.436  0.174  0.0004
C  5.029  2.572  0.618  -0.7913
C  4.392  3.804  0.592  -0.5038
C  3.087  3.900  0.127  -0.7121
C  2.420  2.764  -0.304  -0.6271
C  -0.996  -0.585  -3.795  -0.0400
C  -1.058  -1.332  -4.964  -0.3325
C  -2.270  -1.448  -5.625  -0.6340
C  -3.411  -0.838  -5.121  -0.8820
C  -3.345  -0.150  -3.922  -0.2027
C  -2.138  -0.028  -3.230  -0.3240
P  -2.074  0.676  -1.555  0.8808
C  -1.917  2.470  -1.803  0.6372
C  -1.931  3.318  -0.694  -0.2333
C  -1.697  4.675  -0.845  -0.7928
C  -1.422  5.200  -2.102  -0.5423
C  -1.388  4.363  -3.206  -0.7616
C  -1.635  3.003  -3.058  -0.7662
C  -3.760  0.391  -0.934  0.2887
C  -4.124  -0.930  -0.672  -0.1522
C  -5.388  -1.230  -0.197  -0.7683
C  -6.302  -0.209  0.036  -0.5557
C  -5.947  1.106  -0.221  -0.6975
C  -4.683  1.406  -0.711  -0.2805
H  0.652  0.337  -5.665  0.6012
H  2.828  1.102  -6.478  0.4287
H  4.760  1.293  -4.933  0.4448
H  4.437  0.825  -2.534  0.4830
H  3.280  -2.209  -2.348  0.3988
H  4.284  -4.290  -1.506  0.4411
H  4.594  -4.631  0.923  0.4322
H  3.883  -2.869  2.513  0.4527
H  2.857  -0.798  1.683  0.5573
H  4.876  0.480  0.189  0.4113
H  6.046  2.495  0.980  0.4206
H  4.909  4.689  0.938  0.3987
H  2.583  4.858  0.107  0.4437
H  1.396  2.849  -0.656  0.3658
H  -0.169  -1.818  -5.340  0.6431
H  -2.321  -2.027  -6.538  0.4369
H  -4.353  -0.922  -5.645  0.4700
H  -4.245  0.273  -3.495  0.5275
H  -2.122  2.919  0.297  0.4940
H  -1.721  5.323  0.021  0.4427
H  -1.234  6.259  -2.218  0.4223
H  -1.175  4.763  -4.188  0.4444
H  -1.614  2.364  -3.931  0.3371
H  -3.415  -1.731  -0.850  0.4134
H  -5.665  -2.259  -0.003  0.4577
H  -7.288  -0.442  0.414  0.3983
H  -6.659  1.903  -0.047  0.4436
H  -4.424  2.435  -0.926  0.3902
N  -0.168  -2.018  1.050  -0.3049
S  -1.533  -2.821  1.265  0.6288
C  -1.186  -4.563  1.196  0.0978
C  -1.650  -5.269  0.098  -0.1058
C  -1.338  -6.618  -0.021  -0.6239
C  -0.565  -7.235  0.948  -0.4599
C  -0.097  -6.517  2.045  -0.7804
C  -0.409  -5.177  2.175  -0.3341
C  -2.071  -2.675  2.963  0.3625
C  -3.058  -3.528  3.447  -0.4878
C  -3.521  -3.355  4.739  -0.6173
C  -3.005  -2.339  5.537  -0.4804
C  -2.033  -1.489  5.038  -0.6191
C  -1.561  -1.649  3.740  -0.4115
H  0.550  -2.335  1.699  0.0335
H  -2.248  -4.775  -0.657  0.3997
H  -1.700  -7.181  -0.870  0.4222
H  -0.327  -8.287  0.855  0.4031
H  0.503  -7.008  2.799  0.4268
H  -0.069  -4.611  3.035  0.4207
H  -3.449  -4.328  2.829  0.4529
H  -4.281  -4.017  5.131  0.4114
H  -3.364  -2.213  6.549  0.4036
H  -1.635  -0.696  5.657  0.4242
H  -0.806  -0.990  3.333  0.4044

As for the HOMO energy (alpha / beta): -8.68 / -10.37 eV. The total energy is -3216.5974 Ha. The value obtained for the energy above the lowest of the compared OMol25 structures with the same formula, charge and spin is 13.0 kcal per mole. The calculation puts the orbital gap (alpha / beta) at 7.0 / 7.2 eV. Its multiplicity is 2. The total charge is +1.